No. 1
{"formula": "C29H49CaCl3N3O3Si", "method": "wB97M-V/def2-TZVPD", "elements": ["C", "C", "H", "H", "H", "C", "C", "H", "H", "H", "H", "Ca", "Cl", "Cl", "C", "O", "N", "C", "C", "H", "H", "H", "H", "H", "H", "H", "H", "H", "C", "C", "N", "H", "C", "O", "H", "H", "H", "H", "O", "C", "C", "C", "H", "C", "H", "C", "H", "C", "C", "H", "H", "H", "Si", "Cl", "C", "C", "C", "H", "H", "H", "H", "H", "H", "H", "H", "H", "C", "N", "C", "C", "C", "C", "C", "C", "C", "C", "H", "H", "H", "H", "H", "H", "H", "H", "H", "H", "H", "H", "H"], "xyz": [[-0.531, 4.314, -1.911], [0.896, 3.856, -1.903], [-0.600, 5.401, -1.824], [-1.084, 3.848, -1.080], [-1.028, 4.027, -2.851], [1.967, 4.663, -1.879], [1.926, 6.155, -1.753], [2.970, 4.234, -1.981], [0.925, 6.549, -1.534], [2.289, 6.653, -2.663], [2.595, 6.484, -0.946], [-0.500, 0.077, 0.303], [-1.028, -0.989, -2.007], [-2.415, 1.237, 1.547], [2.032, -1.401, -1.006], [1.632, -1.230, 0.169], [3.219, -1.916, -1.341], [4.207, -2.245, -0.320], [3.603, -2.137, -2.730], [1.382, -1.135, -1.858], [3.760, -2.118, 0.670], [5.087, -1.596, -0.420], [4.540, -3.282, -0.460], [2.798, -1.790, -3.389], [3.792, -3.206, -2.908], [4.522, -1.586, -2.967], [0.425, 3.806, 1.251], [3.006, 3.244, 0.858], [0.497, 3.329, 2.240], [2.933, 3.036, 1.935], [1.649, 2.434, 2.247], [-0.433, 2.789, 2.448], [1.575, 1.105, 2.451], [0.527, 0.438, 2.455], [3.721, 2.330, 2.227], [2.566, 0.630, 2.590], [0.662, 4.119, 2.988], [3.051, 3.983, 2.475], [0.699, 1.879, -0.605], [1.052, 2.332, -1.827], [3.486, 1.624, -1.413], [2.419, 1.782, -2.298], [3.339, 1.822, -0.349], [4.745, 1.254, -1.889], [0.305, 1.963, -2.559], [2.591, 1.463, -3.648], [5.581, 1.190, -1.187], [4.936, 0.994, -3.248], [3.849, 1.087, -4.126], [1.725, 1.579, -4.306], [5.932, 0.729, -3.616], [3.974, 0.875, -5.189], [-5.324, 2.177, 1.661], [-4.254, 3.702, 0.678], [-4.788, 1.881, 3.447], [-5.578, 0.701, 0.520], [-7.025, 3.013, 1.904], [-3.704, 1.734, 3.552], [-5.293, 0.995, 3.859], [-5.087, 2.746, 4.055], [-6.920, 3.834, 2.623], [-7.795, 2.329, 2.289], [-7.381, 3.430, 0.955], [-4.639, 0.293, 0.129], [-6.205, 1.014, -0.326], [-6.121, -0.100, 1.047], [-0.523, -4.437, -0.998], [0.096, -4.991, 0.242], [1.461, -5.520, -0.012], [0.072, -4.006, 1.414], [-1.344, -3.630, 1.668], [-2.262, -4.620, 2.121], [-3.631, -4.333, 2.136], [-4.083, -3.067, 1.760], [-3.138, -2.067, 1.398], [-1.817, -2.383, 1.377], [-0.061, -3.473, -1.241], [-1.593, -4.284, -0.834], [-0.358, -5.159, -1.805], [-0.491, -5.786, 0.540], [2.090, -4.705, -0.385], [1.861, -5.910, 0.927], [1.389, -6.319, -0.756], [0.531, -4.540, 2.253], [0.686, -3.148, 1.124], [-1.893, -5.601, 2.434], [-4.345, -5.105, 2.440], [-5.153, -2.834, 1.746], [-3.479, -1.063, 1.150]], "gap_ev": 5.1, "e_tot_ev": -105370.909, "e_homo_ev": -3.382, "charge": -1, "e_above_lowest_kj_mol": 0.00, "e_lumo_ev": 1.735}

No. 2
{"formula": "C29H49N5O5SbSeTl", "method": "wB97M-V/def2-TZVPD", "elements": ["Tl", "C", "O", "C", "C", "O", "C", "C", "O", "C", "H", "H", "H", "H", "H", "H", "H", "H", "H", "H", "H", "H", "H", "H", "O", "N", "N", "O", "C", "C", "C", "C", "C", "C", "H", "H", "H", "H", "H", "C", "C", "C", "C", "Sb", "C", "C", "C", "C", "C", "C", "C", "C", "H", "H", "H", "H", "H", "H", "H", "H", "H", "H", "H", "H", "H", "H", "H", "H", "H", "H", "H", "H", "H", "H", "H", "H", "H", "H", "H", "Se", "N", "C", "C", "C", "C", "N", "C", "N", "H", "H", "H"], "xyz": [[-0.143, 0.774, 1.385], [-0.884, -1.599, 3.706], [-1.673, -0.971, 2.696], [-2.972, -0.592, 3.135], [-3.710, -0.039, 1.938], [-3.013, 1.046, 1.336], [-3.419, 2.352, 1.718], [-2.906, 2.778, 3.070], [-1.490, 2.746, 3.047], [-0.933, 3.328, 4.220], [-1.333, -2.551, 3.994], [0.092, -1.755, 3.256], [-1.248, -1.051, 5.729], [-3.511, -1.469, 3.512], [-2.894, 0.140, 3.940], [-3.786, -0.816, 1.176], [-4.722, 0.254, 2.232], [-3.009, 3.021, 0.960], [-4.510, 2.436, 1.700], [-3.270, 3.795, 3.262], [-3.292, 2.137, 3.872], [-1.281, 4.356, 4.343], [-1.206, 2.753, 5.111], [0.150, 3.327, 4.108], [1.720, -1.064, 1.733], [2.010, -2.032, 1.033], [1.665, -2.062, -0.205], [1.059, -0.945, -0.726], [1.971, -3.273, -0.934], [1.669, -3.369, -2.274], [1.953, -4.531, -2.976], [2.547, -5.600, -2.329], [2.858, -5.493, -0.979], [2.573, -4.339, -0.271], [1.219, -2.527, -2.770], [1.714, -4.598, -4.030], [2.766, -6.510, -2.869], [3.330, -6.319, -0.466], [2.817, -4.267, 0.777], [2.176, 0.468, -4.878], [2.457, 0.318, -3.386], [3.097, 1.559, -2.776], [3.328, -0.894, -3.117], [0.450, 0.125, -2.334], [-1.110, -1.310, -3.149], [-0.631, -1.866, -4.484], [-2.381, -0.496, -3.352], [-1.369, -2.356, -2.071], [-0.444, 2.310, -2.276], [-1.858, 2.301, -1.729], [0.439, 3.174, -1.396], [-0.354, 2.644, -3.750], [3.139, 0.476, -5.398], [1.669, 1.396, -5.130], [1.604, -0.368, -5.278], [4.126, 1.622, -3.140], [3.142, 1.514, -1.686], [2.597, 2.475, -3.082], [4.339, -0.635, -3.445], [3.020, -1.766, -3.684], [3.388, -1.149, -2.061], [-0.562, -1.086, -5.243], [-1.377, -2.590, -4.827], [0.321, -2.391, -4.436], [-2.253, 0.341, -4.037], [-2.788, -0.140, -2.409], [-3.124, -1.160, -3.803], [-0.573, -3.084, -1.963], [-2.276, -2.898, -2.355], [-1.550, -1.898, -1.096], [-1.939, 1.784, -0.772], [-2.583, 1.899, -2.426], [-2.127, 3.349, -1.557], [0.492, 2.799, -0.377], [-0.015, 4.169, -1.355], [1.446, 3.298, -1.778], [-0.785, 1.883, -4.405], [0.664, 2.851, -4.070], [-0.940, 3.557, -3.904], [-1.629, -0.159, 7.818], [-0.123, 0.604, 7.475], [0.507, 0.769, 6.270], [1.644, 1.582, 6.311], [2.355, 1.873, 5.164], [1.835, 1.419, 3.970], [0.771, 0.618, 3.871], [0.169, 0.197, 4.997], [-0.749, -0.789, 4.885], [1.920, 1.989, 7.275], [3.252, 2.473, 5.187], [2.285, 1.724, 3.029]], "gap_ev": [5.6, 5.6], "e_tot_ev": -125112.681, "e_homo_ev": [-12.256, -12.255], "charge": 2, "e_lumo_ev": [-6.626, -6.626]}

No. 3
{"formula": "C29H50F2N3O19S2Y", "method": "wB97M-V/def2-TZVPD", "elements": ["Y", "N", "S", "O", "O", "F", "S", "O", "O", "F", "O", "C", "O", "C", "C", "C", "H", "H", "H", "H", "H", "H", "H", "H", "O", "C", "O", "C", "C", "C", "H", "H", "H", "H", "H", "H", "H", "H", "O", "C", "O", "C", "C", "C", "H", "H", "H", "H", "H", "H", "H", "H", "C", "C", "C", "C", "N", "H", "H", "H", "H", "H", "H", "H", "C", "C", "C", "C", "N", "H", "H", "H", "H", "H", "H", "H", "C", "C", "O", "C", "O", "O", "H", "H", "H", "H", "C", "C", "O", "C", "O", "O", "H", "H", "H", "H", "C", "C", "O", "C", "O", "O", "H", "H", "H", "H"], "xyz": [[14.946, -5.483, 28.564], [12.755, -5.522, 28.497], [11.665, -4.442, 28.761], [10.959, -4.475, 30.015], [11.180, -3.658, 27.602], [12.838, -3.404, 29.195], [11.430, -6.506, 27.940], [10.945, -6.210, 26.596], [10.552, -7.082, 28.947], [12.280, -7.846, 27.660], [6.101, -5.614, 28.028], [6.147, -6.685, 27.453], [5.171, -7.286, 26.625], [3.838, -6.704, 26.610], [2.770, -7.654, 25.950], [7.460, -7.354, 27.342], [3.948, -5.719, 26.156], [3.466, -6.525, 27.619], [1.823, -7.186, 25.682], [2.671, -8.553, 26.559], [3.126, -8.010, 24.983], [7.254, -8.167, 26.646], [7.831, -7.805, 28.262], [8.200, -6.682, 26.907], [13.159, -1.584, 33.262], [12.893, -1.369, 32.093], [11.753, -1.684, 31.497], [10.671, -2.236, 32.186], [9.723, -1.298, 32.942], [13.918, -0.741, 31.170], [10.954, -3.091, 32.801], [10.133, -2.596, 31.309], [8.782, -1.824, 33.107], [9.574, -0.342, 32.441], [10.124, -1.042, 33.922], [14.789, -0.615, 31.813], [13.601, 0.183, 30.686], [14.192, -1.437, 30.376], [14.316, -5.160, 30.918], [14.118, -4.999, 32.144], [15.034, -4.643, 33.034], [16.091, -3.781, 32.723], [16.904, -3.615, 34.041], [12.801, -5.506, 32.705], [15.589, -2.831, 32.540], [16.659, -4.098, 31.848], [16.211, -3.286, 34.815], [17.661, -2.837, 33.938], [17.432, -4.497, 34.404], [12.042, -5.798, 31.980], [12.443, -4.877, 33.520], [13.064, -6.506, 33.048], [12.956, -11.065, 27.518], [14.116, -11.299, 28.436], [14.320, -10.331, 29.600], [14.660, -8.973, 29.174], [14.953, -7.891, 28.841], [12.835, -11.884, 26.810], [12.989, -10.052, 27.117], [12.018, -11.071, 28.073], [15.015, -11.339, 27.821], [13.986, -12.317, 28.803], [15.191, -10.583, 30.204], [13.379, -10.286, 30.149], [8.972, -6.342, 32.653], [8.870, -7.832, 32.923], [10.260, -8.395, 33.335], [11.339, -8.453, 32.344], [12.134, -8.531, 31.560], [9.303, -6.200, 31.625], [9.562, -5.833, 33.415], [7.986, -5.888, 32.749], [8.559, -8.291, 31.984], [8.117, -8.041, 33.683], [10.106, -9.438, 33.613], [10.645, -7.834, 34.187], [13.981, -1.561, 24.493], [15.463, -1.568, 24.472], [15.595, -2.812, 25.015], [14.585, -3.140, 25.812], [14.562, -3.948, 26.734], [13.553, -2.387, 25.528], [13.640, -1.980, 23.546], [13.540, -0.568, 24.581], [15.819, -0.669, 24.976], [15.836, -1.567, 23.448], [15.035, -6.576, 22.776], [13.512, -6.562, 22.967], [13.253, -7.013, 24.275], [14.374, -6.723, 24.971], [14.429, -6.622, 26.213], [15.355, -6.288, 24.136], [15.287, -5.755, 22.106], [15.450, -7.516, 22.410], [13.000, -7.225, 22.270], [13.140, -5.567, 22.722], [10.589, -4.139, 24.621], [9.900, -5.162, 23.704], [10.501, -4.755, 22.490], [10.806, -3.435, 22.486], [11.094, -2.713, 21.563], [10.774, -3.070, 23.789], [11.510, -4.505, 25.075], [9.933, -3.849, 25.441], [8.810, -5.159, 23.738], [10.243, -6.110, 24.118]], "gap_ev": [4.5, 7.7], "e_tot_ev": -102396.832, "e_homo_ev": [-8.052, -11.239], "s_squared": 0.756, "multiplicity": 2, "charge": 1, "e_lumo_ev": [-3.598, -3.537]}

> What is the formula in the third record?

C29H50F2N3O19S2Y